# 1
Computed, not measured: a structure of composition C26H16NO3PS4Zn in a non-equilibrium geometry, with ωB97M-V/def2-TZVPD.

Positions of all 52 atoms, in Å:
Zn: 14.262 10.008 12.188
O: 17.872 10.155 10.788
C: 16.864 10.714 11.237
O: 16.124 10.482 12.269
C: 16.338 11.913 10.342
P: 14.484 11.753 10.209
C: 13.800 13.393 10.667
C: 12.832 14.021 9.861
C: 12.281 15.310 10.271
C: 12.640 15.832 11.489
C: 13.550 15.163 12.322
C: 14.142 13.935 11.931
C: 14.106 11.619 8.396
C: 14.505 12.674 7.601
C: 14.007 12.684 6.263
C: 13.174 11.681 5.805
C: 12.781 10.601 6.638
C: 13.275 10.621 7.914
H: 16.614 11.843 9.244
H: 16.794 12.814 10.737
H: 12.475 13.601 8.927
H: 11.502 15.801 9.690
H: 12.229 16.776 11.849
H: 13.966 15.659 13.200
H: 14.730 13.352 12.625
H: 15.048 13.495 8.043
H: 14.296 13.476 5.589
H: 12.845 11.767 4.827
H: 11.998 9.908 6.383
H: 13.022 9.827 8.594
O: 9.043 7.721 15.944
C: 9.772 8.523 15.456
S: 11.487 8.893 15.899
C: 11.979 9.857 14.622
C: 10.890 10.187 13.677
S: 11.080 11.239 12.441
S: 9.291 9.651 14.025
S: 13.611 10.411 14.495
N: 6.199 4.545 12.575
C: 7.269 4.992 12.642
C: 8.562 5.604 12.464
C: 8.990 5.987 11.176
C: 10.236 6.572 11.030
C: 11.093 6.817 12.156
C: 10.714 6.178 13.398
C: 9.458 5.664 13.557
C: 12.211 7.637 11.947
C: 13.097 8.501 11.897
H: 8.313 5.840 10.276
H: 10.536 6.937 10.024
H: 11.365 6.267 14.239
H: 9.139 5.323 14.547

- lowest unoccupied orbital energy (eV) = 4.1
- HOMO (eV) = 0.047
- relative energy (zero: lowest compared OMol25 entry of this formula, charge and spin) (kJ/mol) = 0.0
- charge = -2

=====

# 2
Computed, not measured: a structure of composition C26H17BeF9N2O4PS3, with ωB97M-V/def2-TZVPD.

Positions of all 63 atoms, in Å:
Be: -1.810 -0.913 -0.769
C: 6.224 -1.132 -1.045
C: 5.786 -0.821 0.233
C: 4.461 -0.469 0.452
C: 3.553 -0.422 -0.604
C: 4.001 -0.742 -1.884
C: 5.326 -1.092 -2.101
P: 1.814 0.063 -0.314
C: 1.632 0.422 1.517
C: 0.844 -0.372 2.348
C: 0.733 -0.104 3.708
C: 1.422 0.957 4.272
C: 2.213 1.757 3.460
C: 2.306 1.501 2.101
C: 1.000 -1.645 -0.230
C: 1.879 -2.690 0.077
C: 1.435 -3.983 0.311
C: 0.082 -4.250 0.238
C: -0.791 -3.220 -0.089
C: -0.392 -1.892 -0.339
H: 7.257 -1.407 -1.217
H: 6.473 -0.854 1.070
H: 4.135 -0.242 1.458
H: 3.324 -0.736 -2.725
H: 5.654 -1.338 -3.103
H: 0.292 -1.208 1.944
H: 0.102 -0.735 4.320
H: 1.340 1.163 5.332
H: 2.754 2.595 3.881
H: 2.911 2.148 1.486
H: 2.943 -2.516 0.158
H: 2.150 -4.762 0.549
H: -0.299 -5.248 0.422
H: -1.846 -3.461 -0.155
F: -7.651 -0.745 0.813
C: -6.606 -1.150 0.049
F: -6.945 -0.890 -1.223
F: -6.543 -2.486 0.177
C: -5.336 -0.469 0.461
C: -5.357 0.538 1.403
C: -4.184 1.183 1.782
C: -3.006 0.786 1.189
N: -2.980 -0.187 0.280
C: -4.104 -0.827 -0.131
S: -3.759 -1.968 -1.359
H: -6.300 0.826 1.847
H: -4.189 1.981 2.510
H: -2.053 1.242 1.417
F: 2.201 1.706 -0.494
C: 1.097 0.390 -2.108
F: 1.834 1.208 -2.881
F: 0.914 -0.741 -2.823
S: -0.550 1.136 -1.747
O: -1.548 0.123 -2.153
O: -0.480 1.249 -0.301
N: -0.610 2.469 -2.506
S: -1.953 3.197 -2.948
O: -2.101 3.251 -4.368
O: -3.078 2.864 -2.123
C: -1.482 4.911 -2.468
F: -2.489 5.733 -2.783
F: -0.390 5.315 -3.115
F: -1.260 5.004 -1.157

- lowest unoccupied orbital energy (eV) = 2.5
- HOMO (eV) = -5.518
- relative energy (zero: lowest compared OMol25 entry of this formula, charge and spin) (kJ/mol) = 31.4
- charge = -1

=====

# 3
Computed, not measured: a structure of composition C26H17Cl2N4OPdS in a non-equilibrium geometry, with ωB97M-V/def2-TZVPD.

Positions of all 52 atoms, in Å:
Pd: -2.811 -0.493 -3.543
C: 6.091 -0.874 7.024
O: 6.294 -0.835 5.631
C: 5.340 -0.798 4.749
C: 5.764 -0.763 3.384
C: 4.852 -0.727 2.370
C: 3.466 -0.727 2.654
C: 3.042 -0.751 4.008
C: 3.948 -0.787 5.030
C: 2.475 -0.716 1.624
N: 1.166 -0.726 1.856
C: 0.565 -0.727 0.662
C: 1.537 -0.717 -0.370
N: 2.730 -0.706 0.267
C: 1.188 -0.725 -1.749
C: 2.102 -0.697 -2.816
C: 1.625 -0.717 -4.109
C: 0.243 -0.765 -4.327
N: -0.630 -0.774 -3.332
C: -0.200 -0.750 -2.054
C: -1.197 -0.736 -1.001
N: -2.498 -0.719 -1.345
C: -3.448 -0.714 -0.427
C: -3.156 -0.710 0.939
C: -1.837 -0.708 1.337
C: -0.829 -0.727 0.363
H: 7.085 -0.894 7.474
H: 5.535 -1.769 7.322
H: 5.548 0.011 7.372
H: 6.824 -0.771 3.189
H: 5.209 -0.698 1.352
H: 1.983 -0.740 4.212
H: 3.607 -0.812 6.052
H: 3.643 -0.711 -0.165
H: 3.165 -0.657 -2.628
H: 2.300 -0.688 -4.951
H: -0.149 -0.792 -5.341
H: -4.478 -0.716 -0.776
H: -3.963 -0.700 1.654
H: -1.548 -0.692 2.377
Cl: -5.101 -0.476 -4.120
C: -5.577 1.175 -3.848
C: -6.920 1.461 -3.716
C: -7.332 2.783 -3.514
C: -6.413 3.814 -3.484
C: -5.054 3.542 -3.612
Cl: -3.904 4.791 -3.514
C: -4.602 2.198 -3.781
S: -2.910 1.927 -3.875
H: -7.656 0.671 -3.769
H: -8.382 2.997 -3.379
H: -6.734 4.836 -3.355

- spin multiplicity = 5
- lowest unoccupied orbital energy (spin up / spin down) (eV) = -8.4 / -11.3
- HOMO (spin up / spin down) (eV) = -15.860 / -16.459
- charge = +3

=====

# 4
Computed, not measured: a structure of composition C26H17MnN6O6 in a non-equilibrium geometry, with ωB97M-V/def2-TZVPD.

Positions of all 56 atoms, in Å:
Mn: 0.053 -0.173 -0.074
O: 0.028 -0.579 4.638
C: 0.968 -1.522 4.568
C: 1.327 -2.169 5.749
C: 2.294 -3.148 5.725
C: 2.940 -3.519 4.536
C: 2.602 -2.893 3.369
C: 1.607 -1.886 3.357
C: 1.231 -1.265 2.137
O: 0.330 -0.399 2.013
N: 1.853 -1.694 0.897
N: 1.934 -0.476 0.150
C: 2.937 0.315 0.228
C: 2.800 1.671 -0.219
C: 3.964 2.437 -0.432
C: 3.892 3.753 -0.800
C: 2.628 4.345 -0.937
C: 1.475 3.633 -0.712
C: 1.515 2.275 -0.343
O: 0.367 1.672 -0.103
H: -0.111 -0.197 3.753
H: 0.831 -1.881 6.665
H: 2.562 -3.641 6.651
H: 3.695 -4.291 4.547
H: 3.076 -3.157 2.435
H: 3.869 -0.042 0.665
H: 4.927 1.958 -0.301
H: 4.790 4.331 -0.969
H: 2.556 5.389 -1.215
H: 0.503 4.099 -0.798
O: -5.926 0.206 -4.562
N: -5.621 0.516 -3.434
O: -6.364 1.016 -2.616
C: -4.212 0.304 -3.032
C: -3.310 0.272 -4.033
C: -1.914 0.125 -3.754
C: -0.915 0.093 -4.744
C: 0.395 -0.052 -4.365
C: 0.706 -0.167 -3.006
N: -0.219 -0.140 -2.065
C: -1.513 0.009 -2.427
C: -2.483 0.030 -1.370
N: -1.984 -0.108 -0.119
C: -2.816 -0.138 0.904
C: -4.198 -0.037 0.731
C: -4.718 0.119 -0.529
C: -3.848 0.169 -1.640
H: -3.652 0.367 -5.054
H: -1.187 0.182 -5.787
H: 1.191 -0.081 -5.095
H: 1.729 -0.286 -2.670
H: -2.374 -0.251 1.885
H: -4.846 -0.081 1.593
H: -5.783 0.207 -0.670
O: -0.054 -3.109 0.537
N: 0.475 -2.111 0.141

- spin multiplicity = 2
- lowest unoccupied orbital energy (spin up / spin down) (eV) = -4.5 / -4.0
- HOMO (spin up / spin down) (eV) = -10.533 / -10.659
- relative energy (zero: lowest compared OMol25 entry of this formula, charge and spin) (kJ/mol) = 152.6
- charge = +1

=====

no.,molar mass (g mol⁻¹)
1,615.050
2,728.601
3,610.842
4,564.396